Here is C5H7N in the gas phase from the OMol25 dataset. Energies are from ωB97M-V/def2-TZVPD.

Cartesian coordinates (Å):
C1 0.483 -1.152 0.098
C2 1.273 -0.041 -0.554
C3 0.646 1.132 -0.470
C4 -0.626 1.018 0.326
N1 -1.756 0.201 -0.083
C5 -0.728 -0.431 0.708
H1 1.052 -1.662 0.887
H2 0.227 -1.920 -0.648
H3 2.229 -0.215 -1.045
H4 1.043 2.062 -0.874
H5 -0.896 1.827 1.002
H6 -1.890 -0.076 -1.042
H7 -1.057 -0.743 1.697

Properties
Total charge: 0
SMILES: C1=C[C@H]2N[C@H]2C1
Total energy (Ha): -249.40880
Maximum force (Eh/bohr): 0.0137
Energy relative to the best compared isomer or geometry (same formula, charge and spin) (eV): 1.753
Frontier orbital gap (eV): 10.16

These are the Mulliken partial charges, in e, on atoms 1 to 2: -0.610, -0.325

Here is C5H7N in the gas phase from the OMol25 dataset. Energies are from ωB97M-V/def2-TZVPD.

Cartesian coordinates (Å):
C1 -0.273 -1.012 2.161
N1 -0.047 -0.294 0.930
C2 1.373 1.774 -1.741
C3 0.391 0.933 -1.589
C4 -0.577 0.071 -1.383
C5 -0.736 -0.616 -0.084
H1 -0.584 -0.299 2.933
H2 0.671 -1.453 2.497
H3 -1.032 -1.808 2.085
H4 1.263 2.819 -1.463
H5 2.337 1.449 -2.124
H6 -1.295 -0.147 -2.172
H7 -1.492 -1.417 -0.051

Properties
Total charge: 0
SMILES: C=C=C/C=N/C
Total energy (Ha): -249.38738
Maximum force (Eh/bohr): 0.0091
Energy relative to the best compared isomer or geometry (same formula, charge and spin) (eV): 2.336
Frontier orbital gap (eV): 10.14

These are the Mulliken partial charges, in e, on atoms 1 to 2: -0.656, -0.353

Here is 2 unconnected molecules or ions with the total composition C5H7N from the OMol25 dataset. Energies are from ωB97M-V/def2-TZVPD.

Cartesian coordinates (Å):
C1 -0.951 -0.763 0.111
C2 0.286 -1.286 -0.525
C3 -0.885 0.764 2.452
C4 0.119 -0.035 -0.513
C5 0.554 1.355 -0.789
N1 -0.054 0.399 3.146
H1 -1.948 -1.010 -0.244
H2 1.094 -1.937 -0.522
H3 -1.565 1.228 1.801
H4 -1.107 -0.874 1.259
H5 0.286 2.155 -0.075
H6 0.230 1.651 -1.800
H7 1.739 1.378 -0.879

Properties
Total charge: 0
SMILES: CC1=CC1.C#N
Total energy (Ha): -249.31630
Maximum force (Eh/bohr): 0.0892
Energy relative to the best compared isomer or geometry (same formula, charge and spin) (eV): 4.270
Frontier orbital gap (eV): 10.05

These are the Mulliken partial charges, in e, on atoms 1 to 2: -0.746, -0.267

Here is C5H7N in the gas phase from the OMol25 dataset. Energies are from ωB97M-V/def2-TZVPD.

Cartesian coordinates (Å):
C1 -0.646 0.102 0.084
C2 0.355 1.011 0.643
C3 1.514 0.379 0.682
C4 1.362 -0.823 -0.132
C5 0.143 -0.946 -0.558
H1 -1.849 0.854 -1.482
H2 -2.623 0.096 -0.293
H3 -0.870 -0.667 0.879
H4 0.047 1.990 0.879
H5 2.514 0.541 1.077
H6 2.205 -1.463 -0.443
H7 -0.266 -1.798 -0.902
N1 -1.886 0.724 -0.434

Properties
Total charge: 0
SMILES: NC1C=CC=C1
Total energy (Ha): -249.39147
Maximum force (Eh/bohr): 0.0699
Energy relative to the best compared isomer or geometry (same formula, charge and spin) (eV): 2.225
Frontier orbital gap (eV): 9.50

These are the Mulliken partial charges, in e, on atoms 1 to 2: 0.817, -0.808

Please write out number 1 again, unchanged.
Here is C5H7N in the gas phase from the OMol25 dataset. Energies are from ωB97M-V/def2-TZVPD.

Cartesian coordinates (Å):
C1 0.483 -1.152 0.098
C2 1.273 -0.041 -0.554
C3 0.646 1.132 -0.470
C4 -0.626 1.018 0.326
N1 -1.756 0.201 -0.083
C5 -0.728 -0.431 0.708
H1 1.052 -1.662 0.887
H2 0.227 -1.920 -0.648
H3 2.229 -0.215 -1.045
H4 1.043 2.062 -0.874
H5 -0.896 1.827 1.002
H6 -1.890 -0.076 -1.042
H7 -1.057 -0.743 1.697

Properties
Total charge: 0
SMILES: C1=C[C@H]2N[C@H]2C1
Total energy (Ha): -249.40880
Maximum force (Eh/bohr): 0.0137
Energy relative to the best compared isomer or geometry (same formula, charge and spin) (eV): 1.753
Frontier orbital gap (eV): 10.16

These are the Mulliken partial charges, in e, on atoms 1 to 2: -0.610, -0.325

Question: energy relative to the best compared isomer or geometry (same formula, charge and spin) of number 3 (C5H7N)?
Answer: 4.270 eV

Question: What is the maximum force in the second record?
Answer: 0.0091 Eh/bohr